No. 1
{
  "formula": "C8H24Ba2N2O10",
  "method": "wB97M-V/def2-TZVPD",
  "e_homo_ev": -10.67,
  "homo_lumo_gap_ev": 1.7,
  "total_charge": 2,
  "energy_ha": -1230.91110,
  "spin_multiplicity": 1,
  "symbols": ["Ba", "Ba", "N", "O", "O", "O", "N", "O", "O", "O", "C", "C", "O", "H", "H", "H", "H", "H", "H", "C", "C", "O", "H", "H", "H", "H", "H", "H", "C", "C", "O", "H", "H", "H", "H", "H", "H", "C", "C", "O", "H", "H", "H", "H", "H", "H"],
  "positions_angstrom": [[13.6811, 8.1768, -10.3463], [12.7152, 1.0848, -15.2819], [18.2443, 0.9847, -12.8508], [17.0559, 1.0332, -12.6190], [18.9912, 0.8039, -11.9355], [18.5832, 1.0476, -14.0031], [15.7103, 6.0355, -16.4582], [16.0706, 6.8795, -17.2547], [15.2258, 6.2795, -15.3671], [15.6391, 4.8886, -16.7728], [21.2575, 4.5146, -22.0596], [20.0344, 4.6967, -21.1212], [20.1323, 3.6432, -20.1748], [21.1050, 5.2812, -22.8194], [21.2988, 3.5702, -22.6022], [22.2314, 4.8090, -21.6686], [19.0556, 4.5769, -21.5856], [20.0670, 5.6674, -20.6264], [19.5499, 3.9268, -19.4662], [11.7744, 13.0670, -15.7798], [11.9627, 11.5498, -15.7635], [11.3261, 11.0449, -14.6413], [10.7593, 13.3673, -15.5199], [11.7075, 13.3631, -16.8266], [12.6116, 13.6305, -15.3680], [12.9828, 11.1664, -15.7388], [11.4224, 11.1213, -16.6077], [10.3742, 11.1244, -14.7372], [10.0710, 5.5915, -19.5046], [9.4630, 4.2120, -18.9371], [10.2399, 3.0834, -19.1753], [9.9274, 5.7344, -20.5756], [11.1396, 5.7150, -19.3284], [9.5894, 6.4059, -18.9634], [8.5122, 4.0262, -19.4367], [9.1630, 4.3210, -17.8949], [10.5117, 3.1835, -20.0906], [18.2142, 13.2521, -19.5013], [18.7170, 12.3881, -20.6743], [17.9349, 11.2074, -20.7082], [17.1272, 13.2655, -19.5803], [18.4329, 14.3036, -19.6876], [18.4315, 12.9250, -18.4845], [19.7787, 12.1846, -20.5348], [18.4490, 12.8328, -21.6327], [17.8997, 10.7329, -19.8744]],
  "lowdin_charge": [1.74, 1.79, -0.72, -0.06, 0.06, 0.03, -0.72, 0.01, -0.10, -0.04, -0.08, -0.31, -0.10, 0.06, 0.07, 0.07, 0.10, 0.11, 0.07, -0.08, -0.33, -0.12, 0.08, 0.07, 0.08, 0.12, 0.11, 0.08, -0.06, -0.32, -0.10, 0.07, 0.07, 0.06, 0.10, 0.09, 0.09, -0.10, -0.30, -0.10, 0.07, 0.07, 0.07, 0.11, 0.12, 0.08]
}



No. 2
{
  "formula": "C21H20EuN10OSSe",
  "method": "wB97M-V/def2-TZVPD",
  "e_homo_ev": [-6.31, -6.75],
  "homo_lumo_gap_ev": [6.1, 6.5],
  "energy_ha": -4944.96087,
  "spin_multiplicity": 8,
  "symbols": ["Eu", "N", "C", "S", "N", "N", "C", "C", "C", "C", "C", "C", "C", "C", "C", "C", "C", "C", "N", "H", "H", "H", "H", "H", "H", "H", "H", "H", "H", "H", "N", "C", "N", "N", "C", "N", "H", "H", "H", "H", "O", "N", "C", "C", "C", "C", "C", "H", "H", "H", "H", "H", "Se", "C", "N"],
  "positions_angstrom": [[-6.8474, -15.4821, 10.0338], [-10.8068, -15.5006, 12.9621], [-9.8889, -15.8526, 12.0717], [-8.3524, -16.3521, 12.6311], [-10.3329, -15.9986, 10.8132], [-9.3978, -16.4272, 9.9976], [-9.7007, -17.0258, 8.8198], [-11.0521, -17.6420, 8.6340], [-11.6647, -18.2813, 9.7040], [-12.9414, -18.7467, 9.5941], [-13.6812, -18.6424, 8.4447], [-13.0748, -17.8485, 7.4247], [-11.7603, -17.4262, 7.4691], [-8.7101, -17.1070, 7.7490], [-8.6834, -18.0941, 6.7354], [-7.6526, -18.1037, 5.8297], [-6.6319, -17.1719, 5.9288], [-6.7690, -16.1912, 6.8877], [-7.7115, -16.2220, 7.8862], [-10.5452, -15.7104, 13.9549], [-11.8205, -15.6305, 12.5782], [-11.1804, -18.3952, 10.6649], [-13.4247, -19.2641, 10.4669], [-14.6509, -19.0464, 8.2875], [-13.6472, -17.5991, 6.5546], [-11.1109, -16.9794, 6.7206], [-9.4040, -18.9787, 6.8645], [-7.7165, -18.8057, 5.0152], [-5.7101, -17.2028, 5.4200], [-6.0375, -15.3342, 6.8713], [-7.6673, -20.4928, 9.7791], [-6.5336, -20.9314, 10.3144], [-6.1651, -22.2424, 10.3413], [-5.6595, -20.0299, 10.7660], [-5.6949, -18.7445, 10.5438], [-5.6837, -17.5837, 10.4320], [-8.0633, -21.0485, 8.9978], [-7.7994, -19.4977, 9.7528], [-6.9447, -22.9389, 10.4126], [-5.3136, -22.4317, 10.8047], [-5.2314, -14.1781, 8.7239], [-4.6325, -13.1604, 9.3082], [-3.3446, -13.4393, 9.7174], [-2.5464, -12.3890, 10.2115], [-3.1870, -11.1037, 10.3656], [-4.4899, -10.9132, 9.8850], [-5.1763, -11.9425, 9.2791], [-3.0383, -14.4436, 9.6064], [-1.6311, -12.6180, 10.6170], [-2.6443, -10.3330, 10.8731], [-4.9544, -9.9543, 10.0251], [-6.1973, -11.8717, 8.8918], [-7.0779, -10.6398, 12.0802], [-7.2576, -12.2770, 11.5044], [-7.3070, -13.4447, 11.2985]],
  "lowdin_charge": [1.39, 0.04, -0.97, 0.43, -0.04, -0.09, -0.19, -0.21, -0.06, -0.11, -0.07, -0.07, -0.05, -0.26, -0.04, -0.07, -0.07, -0.12, -0.04, 0.10, 0.15, 0.11, 0.12, 0.09, 0.09, 0.11, 0.15, 0.11, 0.09, 0.11, 0.19, -0.49, 0.16, 0.11, -0.34, 0.02, 0.14, 0.09, 0.14, 0.09, -0.31, -0.21, 0.02, 0.00, -0.02, -0.09, -0.05, 0.12, 0.08, 0.10, 0.08, 0.15, 0.51, -1.00, -0.13]
}



No. 3
{
  "formula": "C12H20Br2NO2S",
  "method": "wB97M-V/def2-TZVPD",
  "e_homo_ev": -12.46,
  "homo_lumo_gap_ev": 8.0,
  "total_charge": 1,
  "energy_ha": -6220.40883,
  "spin_multiplicity": 1,
  "symbols": ["C", "C", "O", "O", "C", "C", "C", "C", "C", "S", "C", "N", "C", "C", "Br", "C", "C", "Br", "H", "H", "H", "H", "H", "H", "H", "H", "H", "H", "H", "H", "H", "H", "H", "H", "H", "H", "H", "H"],
  "positions_angstrom": [[1.4711, 2.4042, 2.4267], [2.8609, 2.3362, 1.8256], [3.7678, 2.6694, 2.4539], [3.0736, 1.9363, 0.5290], [2.5286, 0.6636, 0.1950], [2.0800, 0.7244, -1.2702], [1.2627, -0.5107, -1.7947], [1.1353, -1.7163, -0.8450], [-0.0569, -1.6757, 0.1471], [-0.2544, -3.5042, 0.5742], [-1.6481, -3.7846, -0.3925], [-2.1496, -2.6772, -0.8096], [-1.4616, -1.4515, -0.4354], [-2.4146, -0.5009, 0.2957], [-2.7035, -1.0922, 2.1289], [-1.8660, 0.9849, 0.2495], [-2.6352, 1.8303, -0.7776], [-2.2244, 1.8469, 1.9879], [1.5357, 3.0171, 3.3161], [0.7253, 2.7511, 1.7169], [1.2091, 1.3968, 2.7638], [1.7443, 0.3250, 0.8755], [3.3355, -0.0759, 0.2555], [1.4427, 1.6045, -1.3577], [2.9709, 0.8276, -1.8829], [0.3035, -0.1485, -2.1677], [1.8039, -0.8732, -2.6673], [2.0405, -1.9345, -0.2801], [0.9579, -2.5893, -1.4737], [0.0803, -1.1517, 1.0883], [-1.9985, -4.7876, -0.5861], [-2.9885, -2.5909, -1.3738], [-1.3369, -0.9253, -1.3959], [-3.3414, -0.4852, -0.2754], [-0.7989, 1.0164, 0.0309], [-3.6810, 1.5292, -0.7939], [-2.6038, 2.8840, -0.5212], [-2.1660, 1.7275, -1.7602]],
  "lowdin_charge": [0.00, -0.55, 0.19, 0.00, -0.20, -0.13, -0.16, -0.21, -0.41, 1.08, -0.29, 0.04, -0.39, -0.65, 0.73, -0.70, -0.14, 0.70, 0.10, 0.06, 0.08, 0.10, 0.14, 0.11, 0.12, 0.09, 0.12, 0.12, 0.10, 0.10, 0.12, 0.19, 0.15, 0.10, 0.08, 0.08, 0.06, 0.08]
}



No. 4
{
  "formula": "C4H12N2O",
  "method": "wB97M-V/def2-TZVPD",
  "e_homo_ev": -7.81,
  "homo_lumo_gap_ev": 8.5,
  "smiles": "CC/C(N)=C/N.O",
  "energy_ha": -344.32479,
  "spin_multiplicity": 1,
  "symbols": ["C", "C", "C", "N", "C", "N", "H", "H", "H", "H", "H", "H", "H", "H", "H", "H", "O", "H", "H"],
  "positions_angstrom": [[-2.3043, -1.4673, -1.5295], [-1.9928, -1.2176, -0.0433], [-1.0554, -0.0854, 0.2667], [-1.1704, 0.3738, 1.6246], [-0.0098, 0.1998, -0.5148], [1.1388, 0.9215, -0.1462], [-2.5559, -0.5293, -2.0163], [-1.4215, -1.8467, -2.0331], [-3.1308, -2.1696, -1.6032], [-2.9610, -1.0449, 0.4343], [-1.6236, -2.1303, 0.4268], [-0.2544, 0.6298, 2.0013], [-1.4465, -0.4316, 2.1805], [0.0223, -0.2178, -1.5101], [1.5646, 0.8138, 0.7587], [1.3024, 1.8159, -0.5769], [5.2879, 2.4860, 0.6028], [5.7717, 1.7121, 0.2777], [4.8386, 2.1875, 1.4002]],
  "lowdin_charge": [-0.11, -0.23, -0.35, 0.07, -0.19, 0.02, 0.08, 0.06, 0.07, 0.11, 0.11, 0.06, 0.07, 0.09, 0.06, 0.07, -0.07, 0.04, 0.03]
}



No. 5
{
  "formula": "C4H9IN2O2P",
  "method": "wB97M-V/def2-TZVPD",
  "e_homo_ev": -12.71,
  "homo_lumo_gap_ev": 9.2,
  "total_charge": 1,
  "energy_ha": -1056.50541,
  "spin_multiplicity": 1,
  "symbols": ["C", "C", "C", "C", "N", "N", "O", "O", "P", "I", "H", "H", "H", "H", "H", "H", "H", "H", "H"],
  "positions_angstrom": [[-0.3907, 1.2292, -2.1936], [-1.4163, -0.0236, -0.5614], [0.8027, 0.6438, -0.5994], [2.0287, -0.0475, -1.2053], [-0.1599, -0.3278, -0.1820], [-2.2798, 1.1036, 0.4655], [-0.0395, 1.8957, -3.0963], [-1.5048, 0.6591, -1.7496], [-0.1012, -1.4449, 1.2381], [0.9973, 2.3514, 0.6408], [-2.0589, -0.8466, -0.6418], [2.7533, 0.6715, -1.5489], [1.5820, -0.6642, -1.9854], [2.5525, -0.6561, -0.6350], [-1.6969, 1.8395, 0.8053], [-2.7705, 0.4705, 1.1932], [-2.9868, 1.5345, -0.1129], [0.2447, -0.3097, 2.1209], [1.1571, -1.7199, 0.9125]],
  "lowdin_charge": [-0.30, -0.36, -0.78, -0.08, -0.42, 0.23, 0.21, 0.08, 0.97, 0.97, 0.14, 0.09, 0.10, 0.01, 0.01, 0.18, 0.13, -0.08, -0.13]
}



No. 6
{
  "formula": "C27H35KN6O8",
  "method": "wB97M-V/def2-TZVPD",
  "e_homo_ev": -3.03,
  "homo_lumo_gap_ev": 7.1,
  "total_charge": -2,
  "energy_ha": -2580.38854,
  "spin_multiplicity": 1,
  "symbols": ["K", "O", "C", "O", "C", "C", "C", "C", "C", "O", "C", "C", "O", "O", "H", "H", "H", "H", "H", "H", "H", "H", "O", "C", "N", "C", "O", "C", "C", "C", "C", "C", "N", "C", "C", "C", "C", "C", "N", "H", "H", "H", "H", "H", "H", "H", "H", "C", "C", "C", "C", "N", "N", "H", "H", "H", "H", "H", "H", "H", "H", "H", "H", "H", "H", "C", "N", "C", "C", "O", "H", "H", "H", "H", "H", "H", "H"],
  "positions_angstrom": [[0.0170, 0.5708, -0.1957], [-0.6900, -2.5806, -2.6497], [-0.8431, -1.4137, -2.2478], [-1.3866, -1.0401, -1.1490], [-0.3899, -0.3002, -3.2285], [-0.9809, 1.1035, -2.9671], [-0.9363, 1.9366, -4.2540], [0.5998, 2.2086, -4.3855], [1.1409, 1.5576, -3.1067], [0.0420, 1.7818, -2.1856], [1.1727, 0.0091, -3.2699], [2.0743, -0.7089, -2.2212], [3.1168, -1.2142, -2.6641], [1.6655, -0.6775, -1.0045], [-0.7112, -0.6529, -4.2044], [-1.9188, 1.0970, -2.4214], [-1.4857, 2.8688, -4.1293], [-1.3550, 1.3920, -5.1046], [0.8159, 3.2774, -4.3891], [1.0444, 1.7623, -5.2764], [2.0511, 1.9966, -2.7130], [1.6011, -0.2456, -4.2334], [-0.5745, 3.4392, 4.6527], [0.0533, 2.8572, 3.7567], [0.5600, 3.3201, 2.6235], [0.9645, 4.5506, 2.3446], [1.4794, 5.4209, 3.0617], [0.8876, 4.8937, 0.8516], [1.8510, 5.7349, 0.3046], [1.8190, 5.9924, -1.0536], [0.8132, 5.4227, -1.8248], [-0.1191, 4.6206, -1.1851], [-0.0935, 4.3500, 0.1251], [0.2282, 1.3361, 3.9520], [-0.4960, 0.7038, 4.9500], [-0.3746, -0.6722, 5.0977], [0.4704, -1.3667, 4.2493], [1.1714, -0.6494, 3.2905], [1.0595, 0.6745, 3.1364], [2.5993, 6.1515, 0.9656], [2.5744, 6.6216, -1.5100], [0.7538, 5.5789, -2.8967], [-0.9169, 4.1488, -1.7548], [-1.1376, 1.3121, 5.5707], [-0.9466, -1.1938, 5.8581], [0.5789, -2.4438, 4.2842], [1.8229, -1.1775, 2.6030], [2.8275, -3.9780, -0.1995], [1.4464, -4.2160, 0.4028], [0.4776, -4.6660, -0.6847], [1.5354, -5.2745, 1.4955], [1.0764, -2.9395, 1.0396], [-0.3275, -2.7133, 1.2710], [3.2094, -4.9105, -0.6297], [3.5258, -3.6399, 0.5745], [2.8047, -3.2103, -0.9834], [0.8974, -5.5432, -1.1931], [0.2828, -3.8816, -1.4219], [-0.4912, -4.9620, -0.2671], [1.8195, -6.2490, 1.0780], [0.5685, -5.4032, 2.0015], [2.2725, -4.9759, 2.2463], [1.3839, -2.1822, 0.4382], [-0.7296, -3.5821, 1.6018], [-0.7981, -2.4854, 0.3926], [-4.2865, -0.3187, -0.2796], [-3.4528, -0.4598, 0.8881], [-3.4372, -1.7308, 1.5851], [-2.4668, 0.4370, 1.1492], [-2.2709, 1.4742, 0.5331], [-5.3455, -0.2580, -0.0070], [-4.1221, -1.1803, -0.9333], [-4.0011, 0.5862, -0.8098], [-4.3379, -1.8879, 2.1859], [-2.5627, -1.7784, 2.2369], [-3.3537, -2.5415, 0.8526], [-1.8160, 0.1161, 1.9842]],
  "lowdin_charge": [0.88, -0.02, -0.62, -0.18, -0.10, -0.26, -0.10, -0.10, -0.24, -0.23, -0.09, -0.62, -0.02, -0.22, 0.14, 0.15, 0.10, 0.11, 0.09, 0.11, 0.16, 0.13, -0.01, -0.47, 0.16, -0.48, -0.01, -0.19, -0.03, -0.09, -0.09, -0.15, 0.15, -0.20, -0.04, -0.09, -0.10, -0.15, 0.12, 0.10, 0.09, 0.09, 0.10, 0.10, 0.09, 0.09, 0.09, -0.04, -0.64, -0.05, -0.07, -0.06, 0.04, 0.08, 0.08, 0.07, 0.08, 0.06, 0.07, 0.07, 0.06, 0.07, 0.07, 0.06, 0.05, -0.06, -0.18, -0.07, -0.37, -0.05, 0.08, 0.09, 0.08, 0.08, 0.07, 0.09, 0.13]
}



Which formula does entry 2 have? C21H20EuN10OSSe